Here is a structure of composition C36H51As3GeNO4V in a non-equilibrium geometry from the Open Molecules 2025 dataset. Energies are from ωB97M-V with the def2-TZVPD basis set.

Values from the calculation:
E_HOMO (alpha / beta)   -3.31 / -3.89 eV
Multiplicity   4
Net charge   -1

Cartesian coordinates (Å):
V (0.6629, -0.1730, -1.0418)
C (1.1043, 3.5143, 1.2530)
As (1.5751, 1.8388, 0.3201)
C (2.8003, 1.2372, 1.7518)
C (2.9128, 2.7168, -0.9006)
C (3.9076, 1.9349, -1.8319)
C (4.6522, 0.8585, -1.0195)
C (3.2615, 1.2705, -3.1022)
As (2.2619, -0.4515, -2.9730)
C (3.7934, -1.6986, -3.0783)
C (1.8625, -0.5634, -4.9021)
C (5.0173, 2.9420, -2.3200)
As (4.7189, 4.6442, -3.3660)
C (3.1024, 4.3309, -4.4499)
C (3.8610, 5.8235, -2.0312)
H (2.0221, 4.0376, 1.5938)
H (0.4750, 3.2791, 2.1358)
H (0.5420, 4.1769, 0.5646)
H (3.5472, 2.0239, 1.9822)
H (3.3200, 0.3054, 1.4598)
H (2.2060, 1.0200, 2.6628)
H (3.5208, 3.3400, -0.2107)
H (2.3146, 3.3847, -1.5436)
H (3.9490, 0.0849, -0.6615)
H (5.1597, 1.3054, -0.1377)
H (5.4254, 0.3579, -1.6418)
H (4.0611, 1.0459, -3.8393)
H (2.5688, 1.9784, -3.5723)
H (4.4892, -1.3941, -3.8865)
H (3.4099, -2.7166, -3.2958)
H (4.3374, -1.7335, -2.1151)
H (2.7843, -0.4080, -5.4994)
H (1.1191, 0.2158, -5.1682)
H (1.4410, -1.5638, -5.1316)
H (5.7287, 2.3675, -2.9531)
H (5.6102, 3.2789, -1.4420)
H (3.2880, 3.5138, -5.1773)
H (2.8747, 5.2579, -5.0145)
H (2.2275, 4.1102, -3.8088)
H (4.5656, 6.0012, -1.1936)
H (2.9139, 5.4231, -1.6374)
H (3.6336, 6.7929, -2.5205)
O (2.8961, -2.5407, -1.6029)
C (2.6479, -2.3347, -0.4185)
C (3.3184, -3.1097, 0.6686)
C (2.7251, -2.5366, 1.9183)
C (1.7811, -1.4977, 1.4069)
O (1.1055, -0.8115, 2.1683)
N (1.7942, -1.4439, 0.0781)
H (4.4012, -2.9575, 0.6264)
H (3.0942, -4.1756, 0.5643)
H (3.4861, -2.0738, 2.5538)
H (2.1790, -3.2918, 2.4917)
O (-1.7167, -0.8613, -2.6870)
C (-1.8486, -1.4258, -1.6133)
O (-0.9193, -1.2401, -0.6545)
C (-3.0185, -2.3533, -1.4061)
C (-3.0710, -2.9889, -0.0100)
Ge (-3.6804, -1.7792, 1.4206)
C (-2.7866, -0.0670, 1.4533)
C (-2.9500, 0.8231, 0.3825)
C (-2.3198, 2.0709, 0.4016)
C (-1.5279, 2.4380, 1.4930)
C (-1.3686, 1.5582, 2.5672)
C (-1.9979, 0.3096, 2.5501)
C (-3.3631, -2.7403, 3.0646)
C (-2.0566, -3.1196, 3.4018)
C (-1.8110, -3.8180, 4.5878)
C (-2.8697, -4.1429, 5.4407)
C (-4.1750, -3.7703, 5.1069)
C (-4.4230, -3.0712, 3.9213)
C (-5.5621, -1.3735, 1.2578)
C (-6.3346, -1.9108, 0.2183)
C (-7.6954, -1.6018, 0.1233)
C (-8.2897, -0.7562, 1.0643)
C (-7.5236, -0.2188, 2.1023)
C (-6.1632, -0.5263, 2.1993)
H (-2.9089, -3.1679, -2.1538)
H (-3.9706, -1.8219, -1.6105)
H (-2.0781, -3.4194, 0.2399)
H (-3.8019, -3.8245, -0.0198)
H (-3.5674, 0.5524, -0.4639)
H (-2.4478, 2.7540, -0.4281)
H (-1.0414, 3.4047, 1.5080)
H (-0.7593, 1.8449, 3.4146)
H (-1.8682, -0.3548, 3.3921)
H (-1.2305, -2.8727, 2.7471)
H (-0.8005, -4.1077, 4.8456)
H (-2.6792, -4.6839, 6.3585)
H (-4.9947, -4.0238, 5.7665)
H (-5.4387, -2.7938, 3.6776)
H (-5.8945, -2.5704, -0.5149)
H (-8.2897, -2.0192, -0.6793)
H (-9.3429, -0.5185, 0.9899)
H (-7.9835, 0.4355, 2.8315)
H (-5.5775, -0.1053, 3.0068)
H (-0.3103, 0.9205, -2.0053)